No. 1
# C5H9O3

A cluster of 2 separate species, C5H9O3 in total in a non-equilibrium geometry (ωB97M-V/def2-TZVPD, the OMol25 dataset).

Values from the calculation:
charge = -1
E_HOMO = -4.52 eV
energy above the lowest of the compared OMol25 structures with the same formula, charge and spin = 158.6 kJ/mol

Each line ends with the Mulliken charge.
Atoms and positions in Å:
O: -0.600 -2.391 0.041  -0.724
C: -0.673 -1.238 0.445  0.609
O: -0.959 -0.932 1.658  -0.841
C: -0.708 -0.099 -0.547  -0.478
C: -0.138 1.098 0.103  -0.549
C: 0.257 2.055 -1.077  -0.281
C: 1.440 1.906 -1.620  -0.672
H: -1.655 0.019 -1.202  0.247
H: -0.070 -0.434 -1.402  0.222
H: 0.666 0.857 0.854  0.338
H: -0.845 1.597 0.685  0.278
H: -0.484 2.741 -1.381  0.359
H: 2.286 1.231 -1.561  0.296
H: 1.715 2.671 -2.362  0.241
H: 0.079 -3.606 2.072  0.277
H: -0.498 -2.367 2.500  0.375
O: 0.188 -3.108 2.794  -0.698

No. 2
# C5H9O3Rb

A structure of composition C5H9O3Rb in a non-equilibrium geometry (ωB97M-V/def2-TZVPD, the OMol25 dataset).

Values from the calculation:
E_HOMO = -4.49 eV
energy above the lowest of the compared OMol25 structures with the same formula, charge and spin = 389.7 kJ/mol

Each line ends with the Mulliken charge.
Atoms and positions in Å:
O: -0.207 0.596 1.015  -0.176
C: 1.058 0.608 0.613  -0.093
O: 1.602 1.815 0.911  -0.295
Rb: 4.260 -0.961 1.065  0.821
C: -0.706 -0.565 1.684  -0.251
H: -0.147 -1.479 1.436  0.259
H: -0.584 -0.430 2.768  0.327
C: -2.149 -0.757 1.277  -1.073
H: -2.761 0.074 1.651  0.278
H: -2.214 -0.818 0.181  0.269
H: -2.504 -1.724 1.658  0.362
H: 0.943 2.524 0.836  0.233
O: 2.003 0.213 -1.386  -0.030
C: 1.679 0.373 -2.609  -0.677
H: -0.256 1.153 -2.657  0.189
C: 0.184 0.146 -2.761  -0.462
H: 0.002 -0.294 -3.751  0.354
H: -0.202 -0.474 -1.930  -0.034

No. 3
# C5H9O3Si

A cluster of 2 separate species, C5H9O3Si in total in a non-equilibrium geometry (ωB97M-V/def2-TZVPD, the OMol25 dataset).

Values from the calculation:
charge = -1
E_HOMO = -1.51 eV
energy above the lowest of the compared OMol25 structures with the same formula, charge and spin = 267.3 kJ/mol

Each line ends with the Mulliken charge.
Atoms and positions in Å:
C: -3.383 0.259 0.816  0.577
C: -1.110 -1.199 0.110  -0.052
C: 2.344 -1.034 -0.729  -1.153
C: -0.040 1.024 -1.293  -1.164
C: 0.768 0.352 1.581  -0.944
O: -3.351 0.340 1.989  -0.369
O: -3.669 0.574 -0.264  -0.343
O: -1.602 -2.229 -0.405  -0.569
Si: 0.465 -0.369 -0.185  0.357
H: 2.616 -1.863 -0.121  0.284
H: 2.251 -1.270 -1.776  0.295
H: 3.084 -0.220 -0.657  0.302
H: -1.143 0.872 -1.585  0.242
H: 0.104 2.045 -0.997  0.383
H: 0.395 1.035 -2.251  0.416
H: -0.263 0.585 1.959  0.169
H: 1.171 -0.210 2.425  0.358
H: 1.364 1.307 1.382  0.212

No. 4
# C5H9O3Sr

A structure of composition C5H9O3Sr in a non-equilibrium geometry (ωB97M-V/def2-TZVPD, the OMol25 dataset).

Values from the calculation:
multiplicity = 2
<S²> = 0.770
E_HOMO (alpha / beta) = -6.18 / -5.98 eV
energy above the lowest of the compared OMol25 structures with the same formula, charge and spin = 277.7 kJ/mol

Each line ends with the Mulliken charge.
Atoms and positions in Å:
H: 0.593 3.824 1.373  0.042
C: 5.087 4.860 1.481  -0.687
O: 3.737 4.895 1.097  -0.297
C: 2.861 5.111 2.178  -0.081
C: 1.438 5.079 1.712  -1.067
H: 5.688 4.667 0.584  0.231
H: 5.400 5.818 1.930  0.281
H: 5.272 4.053 2.213  0.286
H: 3.092 6.085 2.655  0.282
H: 3.027 4.337 2.956  0.281
H: 1.286 5.671 0.801  0.329
H: 0.773 5.567 2.433  0.375
O: -1.020 1.737 1.862  -1.117
C: -0.419 2.507 0.958  0.328
C: -0.633 2.333 -0.370  -0.142
O: -1.284 1.218 -0.821  -1.097
Sr: -2.213 0.262 0.855  1.724
H: -0.229 3.029 -1.112  0.330

No. 5
# C5H9O5

A structure of composition C5H9O5 in a non-equilibrium geometry (ωB97M-V/def2-TZVPD, the OMol25 dataset).

Values from the calculation:
multiplicity = 2
<S²> = 0.758
E_HOMO (alpha / beta) = -8.45 / -9.68 eV
energy above the lowest of the compared OMol25 structures with the same formula, charge and spin = 519.6 kJ/mol

Each line ends with the Mulliken charge.
Atoms and positions in Å:
H: -2.893 1.819 0.574  0.255
O: -0.081 1.033 -3.163  -0.468
C: 0.469 0.660 -2.137  0.456
C: -0.740 -0.501 -0.160  -0.360
C: -0.148 -0.565 1.156  0.995
C: -0.456 -1.639 1.932  -0.888
C: 0.555 0.603 1.687  -1.318
O: -1.947 -0.097 -0.342  -0.362
O: -2.412 1.036 0.941  -0.490
O: 1.525 -0.264 -2.163  -0.214
O: 2.182 0.008 -3.512  -0.321
H: 0.384 0.633 -0.834  0.223
H: -0.373 -1.292 -0.893  0.530
H: -0.357 -1.512 3.040  0.226
H: -0.948 -2.577 1.554  0.280
H: -0.177 1.393 1.577  0.337
H: 0.840 0.452 2.717  0.403
H: 1.449 0.917 1.169  0.363
H: 3.128 -0.108 -3.141  0.354

No. 6
# C5O5Tb

A structure of composition C5O5Tb in a non-equilibrium geometry (ωB97M-V/def2-TZVPD, the OMol25 dataset).

Values from the calculation:
charge = +3
multiplicity = 7
<S²> = 12.674
E_HOMO (alpha / beta) = -28.25 / -26.39 eV
energy above the lowest of the compared OMol25 structures with the same formula, charge and spin = 44.2 kJ/mol

Each line ends with the Mulliken charge.
Atoms and positions in Å:
O: 2.552 0.605 2.191  0.098
C: 1.821 0.509 1.296  0.174
Tb: 0.357 0.199 -0.561  1.589
O: 0.447 3.464 -1.787  0.163
C: 0.354 2.419 -1.311  -0.100
C: -0.995 -0.025 1.389  0.465
O: -1.613 -0.277 2.334  0.049
C: -1.813 -0.434 -1.332  0.173
O: -2.846 -0.798 -1.712  0.092
O: 0.579 -3.205 0.345  0.066
C: 0.492 -2.073 0.064  0.230

No. 7
# C60H102F18O30

A cluster of 15 separate species, C60H102F18O30 in total in a non-equilibrium geometry (ωB97M-V/def2-TZVPD, the OMol25 dataset).

Values from the calculation:
E_HOMO = -10.07 eV
energy above the lowest of the compared OMol25 structures with the same formula, charge and spin = 0.0 kJ/mol

Each line ends with the Mulliken charge.
Atoms and positions in Å:
O: 3.523 -1.765 1.457  -0.723
C: 3.814 -0.724 0.867  0.481
O: 4.018 -0.665 -0.462  0.133
C: 3.721 -1.920 -1.240  0.327
C: 3.843 -1.556 -2.694  -0.677
C: 4.022 0.602 1.557  1.355
H: 2.754 -2.301 -0.963  -0.576
H: 4.477 -2.645 -0.950  0.658
H: 3.500 -2.457 -3.233  0.053
H: 4.873 -1.424 -2.970  0.561
H: 3.233 -0.656 -2.802  -0.270
H: 3.240 0.744 2.280  -0.974
H: 4.242 1.417 0.862  -0.661
H: 4.894 0.500 2.248  0.343
O: 0.170 2.124 -3.035  -0.360
C: -0.011 3.339 -3.010  0.440
O: 0.253 4.134 -1.956  -0.229
C: 0.872 3.385 -0.806  1.351
C: 2.342 3.691 -1.007  -0.283
C: -0.581 4.113 -4.148  -1.504
H: 0.546 2.360 -0.987  -0.276
H: 0.504 3.740 0.192  -0.363
H: 3.028 3.060 -0.438  -0.337
H: 2.459 4.745 -0.776  0.304
H: 2.527 3.559 -2.085  0.099
H: 0.156 4.861 -4.408  0.453
H: -1.474 4.667 -3.846  0.156
H: -0.773 3.460 -4.971  0.318
O: -5.485 -0.225 2.837  -0.420
C: -5.796 -1.397 2.869  0.903
O: -5.212 -2.315 3.625  -0.399
C: -4.146 -1.767 4.459  0.684
C: -4.517 -0.671 5.411  -1.429
C: -6.800 -2.043 2.012  -1.188
H: -3.364 -1.405 3.805  -0.333
H: -3.809 -2.653 4.973  0.402
H: -4.010 -0.767 6.358  0.351
H: -5.586 -0.706 5.494  0.510
H: -4.238 0.320 4.974  0.086
H: -6.894 -3.061 2.329  0.392
H: -6.374 -2.086 0.997  0.180
H: -7.768 -1.468 2.100  0.302
O: 6.171 1.254 -3.845  -0.670
C: 5.373 1.642 -3.000  0.491
O: 4.096 1.945 -3.346  0.092
C: 3.673 1.661 -4.718  -0.002
C: 3.723 2.815 -5.584  -1.479
C: 5.691 1.866 -1.567  -0.090
H: 2.691 1.218 -4.639  0.023
H: 4.334 0.858 -5.067  0.543
H: 3.387 2.363 -6.532  0.425
H: 4.710 3.262 -5.609  0.360
H: 2.938 3.554 -5.376  0.214
H: 5.798 0.914 -1.064  0.107
H: 5.001 2.470 -1.028  -0.338
H: 6.630 2.427 -1.611  0.434
O: -0.289 -2.779 2.201  -0.007
C: 0.158 -3.912 2.265  0.293
O: -0.517 -4.904 2.882  -0.384
C: -1.752 -4.419 3.431  0.439
C: -2.860 -4.539 2.446  -0.203
C: 1.431 -4.419 1.777  -0.791
H: -1.651 -3.391 3.695  -0.604
H: -1.929 -5.056 4.285  0.472
H: -3.055 -5.555 2.209  0.460
H: -2.531 -3.945 1.581  -0.352
H: -3.758 -4.097 2.943  0.122
H: 2.264 -4.087 2.404  0.239
H: 1.635 -4.038 0.753  -0.287
H: 1.319 -5.462 1.657  0.559
O: 1.062 -3.957 -2.571  0.482
C: 1.134 -5.181 -2.415  0.377
O: 0.234 -5.870 -1.698  -0.434
C: -0.954 -5.095 -1.310  2.441
C: -2.013 -6.158 -1.062  -1.507
C: 2.142 -6.056 -3.068  -1.441
H: -1.144 -4.440 -2.191  -0.997
H: -0.817 -4.445 -0.440  -0.578
H: -1.672 -6.736 -0.243  0.518
H: -2.241 -6.792 -1.964  0.069
H: -2.953 -5.684 -0.741  0.290
H: 2.534 -6.676 -2.274  0.427
H: 2.859 -5.342 -3.451  0.185
H: 1.846 -6.711 -3.869  0.260
O: -5.277 2.517 0.884  -0.510
C: -5.660 3.010 1.886  1.006
O: -4.924 3.681 2.754  -0.446
C: -3.483 3.634 2.469  1.249
C: -2.819 3.821 3.800  -0.984
C: -7.112 3.000 2.358  -1.265
H: -3.245 4.441 1.768  -0.216
H: -3.176 2.707 1.974  -0.242
H: -1.753 3.873 3.607  -0.014
H: -2.944 2.903 4.388  0.065
H: -3.085 4.761 4.273  0.492
H: -7.386 3.784 3.025  0.396
H: -7.278 2.030 2.856  0.189
H: -7.751 2.974 1.480  0.368
O: -0.431 -5.612 -5.515  -0.478
C: -1.342 -6.272 -5.044  0.859
O: -2.415 -5.712 -4.410  -0.436
C: -2.399 -4.258 -4.374  0.746
C: -2.940 -3.751 -5.706  -1.322
C: -1.515 -7.760 -5.005  -1.316
H: -1.348 -3.977 -4.228  -0.386
H: -3.010 -3.942 -3.531  0.473
H: -2.313 -4.139 -6.546  0.293
H: -2.929 -2.677 -5.663  0.195
H: -3.965 -4.156 -5.854  0.407
H: -1.397 -8.042 -3.943  0.273
H: -0.804 -8.331 -5.598  0.359
H: -2.492 -8.030 -5.412  0.349
O: 0.899 1.091 1.392  -0.201
C: -0.176 0.550 1.303  -0.059
O: -0.458 -0.178 0.260  0.405
C: 0.716 -0.557 -0.548  0.185
C: 0.293 -0.879 -1.968  2.230
C: -1.283 0.588 2.329  1.366
H: 1.183 -1.374 0.014  -0.313
H: 1.459 0.247 -0.606  0.197
H: 1.141 -1.308 -2.489  -0.956
H: -0.010 0.088 -2.395  -1.039
H: -0.561 -1.558 -2.053  0.027
H: -2.213 0.599 1.827  -0.541
H: -1.101 1.411 3.039  -0.378
H: -1.252 -0.362 2.889  -0.820
C: 5.553 2.462 4.660  -0.716
C: 6.840 2.509 3.810  -0.296
O: 6.957 3.852 3.147  -0.354
C: 6.395 3.958 1.915  0.276
O: 5.808 3.125 1.372  -0.254
C: 6.576 5.404 1.288  0.778
F: 7.019 5.463 0.045  -0.253
F: 5.352 5.964 1.221  -0.233
F: 7.412 6.189 1.986  -0.246
H: 4.724 2.573 3.959  -0.044
H: 5.393 3.178 5.518  0.398
H: 5.492 1.519 5.217  0.395
H: 6.830 1.709 3.088  0.230
H: 7.699 2.444 4.484  0.340
C: -3.682 -1.256 -0.009  0.385
C: -3.616 0.080 -0.748  0.210
O: -3.299 -0.184 -2.125  -0.298
C: -3.119 0.932 -2.863  0.156
O: -3.141 2.060 -2.459  -0.182
C: -2.769 0.498 -4.293  0.654
F: -2.516 1.552 -5.115  -0.295
F: -1.765 -0.369 -4.366  -0.008
F: -3.879 -0.032 -4.857  -0.314
H: -2.702 -1.737 -0.076  -0.433
H: -4.494 -1.847 -0.466  0.794
H: -3.895 -1.173 1.038  -0.952
H: -2.907 0.715 -0.283  -0.437
H: -4.539 0.677 -0.651  0.648
C: -4.195 4.705 -2.242  -1.648
C: -3.216 4.803 -1.122  0.805
O: -2.318 5.905 -1.421  -0.263
C: -1.391 6.255 -0.511  0.499
O: -1.210 5.749 0.535  -0.510
C: -0.596 7.551 -0.983  0.789
F: -0.898 8.560 -0.151  -0.270
F: 0.701 7.274 -0.896  -0.180
F: -0.986 7.906 -2.210  -0.244
H: -4.906 3.888 -1.942  0.222
H: -3.696 4.487 -3.202  0.246
H: -4.654 5.668 -2.360  0.533
H: -2.656 3.873 -1.071  -0.068
H: -3.736 4.940 -0.179  0.188
C: 1.465 3.677 3.344  0.307
C: 1.460 4.111 4.808  -0.840
O: 0.346 3.427 5.540  -0.083
C: 0.553 3.185 6.829  0.255
O: 1.477 3.403 7.496  -0.519
C: -0.696 2.420 7.337  0.871
F: -1.180 1.552 6.446  -0.062
F: -0.371 1.638 8.392  -0.301
F: -1.685 3.213 7.711  -0.271
H: 1.660 2.594 3.274  -0.346
H: 2.327 4.207 2.899  0.339
H: 0.577 4.017 2.768  -0.081
H: 1.259 5.182 4.836  0.381
H: 2.388 3.821 5.300  0.370
C: 0.694 -1.941 -5.489  0.213
C: 0.758 -2.691 -6.822  -0.295
O: 2.058 -2.407 -7.492  -0.318
C: 3.224 -2.847 -6.986  0.348
O: 3.429 -3.657 -6.130  -0.490
C: 4.384 -2.184 -7.749  0.862
F: 5.530 -2.677 -7.287  -0.235
F: 4.324 -2.515 -9.064  -0.288
F: 4.435 -0.857 -7.725  -0.220
H: 1.534 -2.188 -4.792  -0.264
H: -0.198 -2.209 -4.952  -0.444
H: 0.717 -0.852 -5.524  0.408
H: -0.023 -2.350 -7.500  0.365
H: 0.604 -3.742 -6.599  0.233
C: 1.493 0.282 5.268  0.203
C: 1.394 -1.226 4.965  0.304
O: 0.676 -1.864 6.043  -0.450
C: -0.626 -2.083 5.918  0.089
O: -1.357 -1.701 5.080  -0.107
C: -1.120 -3.036 7.093  0.793
F: -0.391 -2.834 8.250  -0.260
F: -2.422 -2.864 7.316  -0.177
F: -0.828 -4.322 6.689  -0.247
H: 0.486 0.706 5.166  -0.601
H: 2.067 0.864 4.518  -0.355
H: 1.914 0.543 6.245  0.642
H: 2.409 -1.621 5.043  0.374
H: 0.974 -1.478 4.000  -0.356

What is the formula in the second record?
C5H9O3Rb

Repeat the sixth record exactly.
# C5O5Tb

A structure of composition C5O5Tb in a non-equilibrium geometry (ωB97M-V/def2-TZVPD, the OMol25 dataset).

Values from the calculation:
charge = +3
multiplicity = 7
<S²> = 12.674
E_HOMO (alpha / beta) = -28.25 / -26.39 eV
energy above the lowest of the compared OMol25 structures with the same formula, charge and spin = 44.2 kJ/mol

Each line ends with the Mulliken charge.
Atoms and positions in Å:
O: 2.552 0.605 2.191  0.098
C: 1.821 0.509 1.296  0.174
Tb: 0.357 0.199 -0.561  1.589
O: 0.447 3.464 -1.787  0.163
C: 0.354 2.419 -1.311  -0.100
C: -0.995 -0.025 1.389  0.465
O: -1.613 -0.277 2.334  0.049
C: -1.813 -0.434 -1.332  0.173
O: -2.846 -0.798 -1.712  0.092
O: 0.579 -3.205 0.345  0.066
C: 0.492 -2.073 0.064  0.230